# 1
{
  "formula": "C12H25N5O3",
  "method": "ωB97M-V with the def2-TZVPD basis set",
  "molar_mass_g_mol": 287.36,
  "homo_ev": -8.47,
  "charge": 0,
  "total_energy_ev": -26443.229,
  "fmax_ev_per_a": 3.22,
  "e_above_lowest_kcal_mol": 26.28,
  "symbols": ["C", "C", "C", "C", "C", "C", "C", "C", "C", "C", "C", "C", "H", "H", "H", "H", "H", "H", "H", "H", "H", "H", "H", "H", "H", "H", "H", "H", "H", "H", "H", "H", "H", "H", "H", "H", "H", "N", "N", "N", "N", "N", "O", "O", "O"],
  "coordinates": [[-1.504, -2.519, -0.034], [-0.683, -1.586, -0.971], [-2.475, -1.748, 0.899], [-3.570, -0.932, 0.196], [-3.409, 0.590, 0.102], [-1.810, 2.150, -0.893], [1.385, -0.209, -1.122], [2.586, -1.147, -1.545], [1.955, 0.971, -0.297], [2.991, 0.698, 0.779], [2.605, -0.138, 1.963], [3.474, 2.056, 1.311], [-0.371, -2.977, 1.580], [-0.099, -3.960, 0.284], [-2.091, -3.087, -0.742], [-2.992, -2.475, 1.565], [-1.854, -1.059, 1.516], [-4.514, -1.017, 0.798], [-3.805, -1.373, -0.797], [-4.328, 0.964, -0.365], [-3.218, 1.076, 1.084], [-2.025, 0.417, -1.514], [-1.150, 1.611, -2.635], [-1.766, 4.091, -0.349], [-2.321, 3.034, 0.924], [0.688, -1.357, 0.464], [0.917, 0.285, -1.992], [2.342, 1.696, -1.013], [1.007, 1.447, 0.085], [3.900, 0.306, 0.291], [2.710, -1.185, 1.773], [1.576, 0.081, 2.313], [3.279, 0.115, 2.861], [2.679, 2.566, 1.918], [4.358, 1.981, 1.902], [3.715, 2.813, 0.573], [2.757, -0.014, -3.000], [-0.836, -3.480, 0.815], [-2.225, 0.889, -0.609], [-1.153, 2.396, -2.020], [-2.099, 3.163, -0.059], [0.333, -0.893, -0.406], [-1.146, -1.369, -2.097], [2.904, -2.149, -0.933], [3.283, -0.723, -2.603]],
  "atomic_forces_ev_per_a": [[-0.647, 0.104, 0.140], [-1.591, 0.407, -0.339], [0.158, 0.599, -0.069], [-1.445, 0.069, 0.784], [0.171, -0.603, 0.542], [1.369, 0.331, -2.901], [0.561, 0.188, -0.570], [-0.846, -1.086, 1.277], [-1.634, 0.044, -0.021], [1.173, 1.510, -0.397], [0.184, 0.511, 1.853], [-1.420, 1.173, 0.247], [-0.140, -0.441, -0.178], [-0.303, 0.107, 0.388], [-0.296, -0.138, -0.271], [0.739, 0.304, -0.466], [-0.396, -0.421, -0.093], [0.673, -0.315, -0.534], [0.213, 0.434, 0.429], [0.077, 0.347, 0.133], [-0.878, -0.618, -0.158], [-0.729, -0.527, 1.343], [-0.087, -0.719, -0.341], [-0.213, -0.953, 0.285], [0.152, -0.069, -0.597], [-0.474, 0.679, -1.058], [0.140, -0.539, 0.096], [0.242, 0.002, 0.035], [1.018, -0.218, 0.057], [-0.386, -0.411, 0.077], [-0.073, -0.815, -0.109], [0.360, -0.075, -0.252], [-0.883, -0.469, -1.341], [0.545, -0.613, -0.211], [0.578, -0.346, 0.700], [0.001, -0.165, -0.669], [0.330, 0.075, -0.232], [1.476, 0.217, -0.011], [1.190, -0.159, -2.108], [-0.570, 1.177, 2.263], [-0.041, 1.570, 0.881], [1.481, -1.613, 1.464], [0.983, -0.180, 0.711], [-0.502, 1.397, -0.697], [-0.262, 0.248, -0.084]]
}



# 2
{
  "formula": "CH5BrSi",
  "method": "ωB97M-V with the def2-TZVPD basis set",
  "molar_mass_g_mol": 125.04,
  "homo_ev": -9.37,
  "charge": 0,
  "total_energy_ev": -79036.235,
  "fmax_ev_per_a": 3.05,
  "e_above_lowest_kcal_mol": 62.88,
  "symbols": ["C", "Si", "Br", "H", "H", "H", "H", "H"],
  "coordinates": [[-0.307, -0.590, 0.616], [-0.150, 0.837, -0.677], [-1.306, 2.717, -0.147], [-0.009, -0.052, 1.579], [-1.356, -0.829, 0.813], [0.225, -1.534, 0.423], [-0.946, 0.635, -1.959], [1.703, 1.542, 0.384]],
  "atomic_forces_ev_per_a": [[-0.445, 1.455, 0.732], [0.822, 0.604, 2.565], [0.146, -0.439, 0.160], [0.162, -1.002, -1.241], [-0.123, -0.117, -0.397], [0.121, 0.635, 0.111], [1.320, -0.224, 0.176], [-2.002, -0.912, -2.108]]
}



Number 2 is which compound?
CH5BrSi